DFT (ωB97M-V/def2-TZVPD) results for the molecule C6H11NO2S in a non-equilibrium geometry.

CARTESIAN COORDINATES (ANGSTROEM)
C  0.051176  1.535809  0.264832
C  -1.038344  -1.842264  0.576204
C  -1.175317  0.667710  0.192131
C  -1.183170  -0.558490  0.559459
C  -0.900896  -2.550205  -0.688620
C  -2.346960  1.465461  -0.320019
N  3.583515  0.544339  0.706057
O  2.155252  0.542960  -1.327938
O  1.142370  0.851652  0.925258
S  2.165412  -0.044286  0.002979
H  0.548515  1.776059  -0.752049
H  -0.174820  2.342994  1.016836
H  -0.957596  -2.463517  1.472236
H  0.101082  -3.031223  -0.701612
H  -1.756247  -3.239600  -0.750852
H  -0.744766  -1.863819  -1.604153
H  -2.820422  0.771003  -1.018353
H  -1.997280  2.307617  -0.844586
H  -3.048780  1.718718  0.488350
H  4.342097  0.978418  0.216538
H  4.055183  0.090654  1.587306

Atomic forces in eV per Å
1.69 -0.42 0.13
0.14 0.20 1.19
0.13 2.22 -0.30
0.16 -0.60 0.29
1.61 -0.07 -2.32
-0.82 -2.11 0.77
1.50 -1.37 3.03
0.06 -0.06 -0.26
0.26 -0.36 0.13
0.72 0.49 0.77
-1.66 0.50 1.43
0.31 -0.13 -1.42
-0.42 0.38 -0.02
-0.79 -0.63 0.15
0.61 -0.08 -0.66
-1.07 -0.85 1.43
-0.49 0.48 -0.05
0.23 1.22 -0.56
0.18 0.15 -0.39
-0.37 0.31 -1.05
-1.99 0.73 -2.30

Summary:
- Molar mass: 161.23 g/mol
- Energy relative to the best compared isomer or geometry (same formula, charge and spin): 69.1 kcal per mole
- E_HOMO: -8.946 eV
- Max |F|: 3.64 eV Å⁻¹
- Electronic energy: -838.5140 Ha
- LUMO level: 0.66 eV

Atom charges from the natural (NBO) analysis, given in e for atoms 1 to 5: -0.116 -0.259 -0.109 0.067 -0.636

***

DFT (ωB97M-V/def2-TZVPD) results for a cluster of 2 separate species, C6H11NO3S in total in a non-equilibrium geometry.

CARTESIAN COORDINATES (ANGSTROEM)
C  0.206036  -0.689986  0.089249
C  2.036490  -0.222670  0.279483
C  1.254091  -0.589187  -0.934415
C  1.173318  0.555204  -1.957175
C  1.501711  -1.857471  -1.729966
C  -3.206147  0.828737  1.817612
N  1.108624  -0.113434  1.158776
O  -0.802495  -1.272292  0.329890
O  -0.764926  1.007320  2.807875
O  -1.071328  2.373410  0.780357
S  -1.722304  2.081741  2.056943
H  3.034760  0.056927  0.574336
H  0.084193  0.783777  -2.321569
H  1.668268  0.241465  -2.783734
H  1.546792  1.504292  -1.620438
H  2.431275  -1.899411  -2.317451
H  0.800387  -1.972998  -2.477731
H  1.483269  -2.916498  -1.270982
H  -2.807143  -0.183702  2.140378
H  -3.962244  1.362672  2.375203
H  -3.435339  0.631626  0.711244
H  -0.557288  0.290477  2.292114

Atomic forces in eV per Å
-0.87 -0.11 3.42
0.53 0.76 1.44
1.04 -0.25 -2.38
-3.83 1.11 1.25
1.84 -2.69 0.97
2.16 -0.51 -1.85
-0.71 -0.69 -1.29
-0.34 0.20 -0.89
-1.27 3.55 2.93
-0.36 0.09 -0.42
-0.39 -1.83 -0.18
0.63 -0.27 -0.64
1.80 -0.65 0.88
1.71 -0.63 -2.58
0.28 0.31 0.38
0.11 0.66 0.50
-1.99 0.19 -1.57
-0.05 1.94 0.31
-0.89 1.44 0.36
-0.53 -0.68 0.13
0.14 0.97 1.51
0.99 -2.90 -2.25

Summary:
- Molar mass: 177.23 g/mol
- Energy relative to the best compared isomer or geometry (same formula, charge and spin): 90.2 kcal per mole
- E_HOMO: -9.097 eV
- Max |F|: 4.77 eV Å⁻¹
- Electronic energy: -913.7618 Ha
- LUMO level: 0.52 eV

Atom charges from the natural (NBO) analysis, given in e for atoms 1 to 5: 0.704 0.154 -0.240 -0.583 -0.618

***

DFT (ωB97M-V/def2-TZVPD) results for a cluster of 2 separate species, C6H11NO3S in total in a non-equilibrium geometry.

CARTESIAN COORDINATES (ANGSTROEM)
C  2.382271  1.161824  -0.897016
C  1.142762  1.489485  -0.488289
C  0.679819  1.229757  0.839746
C  -2.481375  -1.048119  -0.511462
C  1.699343  -0.462600  1.427558
C  -1.741104  0.160117  -0.818344
N  1.316417  -1.253932  0.320416
O  2.152358  -1.186901  -0.595873
O  0.181623  -1.744881  0.269945
O  -1.963775  1.686873  1.332747
S  -1.027210  0.705925  0.818137
H  2.736461  1.251107  -1.931947
H  3.015022  0.845194  -0.154954
H  0.403975  1.440712  -1.202074
H  -2.077147  -1.987403  -0.368661
H  -3.039915  -0.888318  0.386534
H  -3.149355  -1.151425  -1.318397
H  2.752131  -0.295302  1.555875
H  1.297979  -0.695556  2.477510
H  -2.384035  0.955646  -1.138140
H  -0.875281  0.087663  -1.617463
H  -1.020960  -0.299866  1.614159

Atomic forces in eV per Å
-0.19 1.57 -1.36
0.09 -0.87 1.80
-0.53 -2.32 -1.11
-1.85 0.05 0.08
-2.00 -0.22 1.82
4.36 0.33 -0.89
2.88 1.41 3.41
0.20 -1.53 -2.14
-1.47 -0.17 -0.42
-0.42 0.13 0.38
1.20 3.56 -1.47
-0.36 -0.29 0.55
1.96 -0.22 1.21
-1.53 1.23 -1.87
1.95 -1.49 0.01
-0.95 0.26 0.52
-1.36 -0.34 -0.87
0.24 0.32 -0.67
-0.10 0.14 -1.94
-0.30 0.67 0.34
-1.74 -0.30 1.76
-0.10 -1.91 0.87

Summary:
- Spin multiplicity: 3
- Molar mass: 177.23 g/mol
- Energy relative to the best compared isomer or geometry (same formula, charge and spin): 165.8 kcal per mole
- E_HOMO (alpha / beta): -6.088 / -9.758 eV
- Max |F|: 4.68 eV Å⁻¹
- Electronic energy: -913.4560 Ha
- Expectation value of S²: 2.04
- LUMO level (alpha / beta): 0.48 / -1.99 eV

Atom charges from the natural (NBO) analysis, given in e for atoms 1 to 5: -0.184 -0.345 -0.262 -0.640 -0.249

***

DFT (ωB97M-V/def2-TZVPD) results for the molecule C6H11NOS2 in a non-equilibrium geometry.

CARTESIAN COORDINATES (ANGSTROEM)
C  1.637024  -2.211010  -0.427244
C  2.070020  -0.162076  0.616071
C  -1.608991  1.066427  0.417292
C  -3.035433  0.552637  0.164759
C  -2.939989  -0.951710  0.099539
C  -1.716709  -1.415322  -0.150716
H  1.877550  -3.258665  -0.247046
H  2.040063  -1.882874  -1.390432
H  0.555366  -2.058111  -0.428825
H  2.567425  0.305344  1.469982
H  0.564633  2.285025  -1.265550
H  -1.412195  1.146298  1.488634
H  -1.417712  2.036874  -0.046448
H  -3.714164  0.900939  0.951256
H  -3.423966  0.937766  -0.789535
H  -3.812048  -1.591153  0.184416
H  -1.441226  -2.456548  -0.297035
N  1.411154  0.426461  -0.295599
O  2.242409  -1.486329  0.639945
S  1.299481  2.132424  -0.156327
S  -0.464269  -0.178247  -0.281047

Atomic forces in eV per Å
-0.05 -0.48 -0.47
1.55 0.59 0.08
-0.53 0.01 -0.06
-0.09 -0.02 0.02
-0.06 -0.35 0.03
-1.29 0.42 -0.03
-0.02 0.12 -0.06
0.05 -0.04 0.09
0.68 -0.53 -0.03
-0.28 -0.05 -0.03
0.02 -0.11 -0.07
0.03 0.01 -0.04
-0.14 -0.25 0.17
0.05 -0.05 -0.11
0.04 -0.03 0.09
-0.03 0.07 0.06
-0.17 0.15 0.04
5.87 2.14 0.22
-0.30 0.24 0.23
0.74 0.33 0.04
-6.07 -2.18 -0.16

Summary:
- Molar mass: 177.29 g/mol
- Energy relative to the best compared isomer or geometry (same formula, charge and spin): 82.7 kcal per mole
- E_HOMO: -7.001 eV
- Max |F|: 6.45 eV Å⁻¹
- Electronic energy: -1161.4126 Ha
- LUMO level: 0.65 eV

Atom charges from the natural (NBO) analysis, given in e for atoms 1 to 5: -0.265 0.410 -0.506 -0.446 -0.226

***

DFT (ωB97M-V/def2-TZVPD) results for the molecule C6H11NOS2 in a non-equilibrium geometry.

CARTESIAN COORDINATES (ANGSTROEM)
C  3.460971  -0.320239  1.448062
C  2.085658  0.868179  -0.651498
C  0.707415  0.919286  -0.094525
C  -0.424444  1.834834  -0.608616
C  -1.654947  2.054036  0.394494
C  -3.205610  -0.150288  0.109361
H  2.481391  -0.651124  1.966618
H  4.357471  -0.910095  1.688250
H  3.883776  0.708499  1.672839
H  1.929774  0.917126  -1.725581
H  2.947170  1.544863  -0.222449
H  0.858233  1.124012  1.015837
H  0.125503  -0.191140  -0.187649
H  -0.097465  2.809866  -0.626114
H  -0.819705  1.839326  -1.652301
H  -1.419123  2.395113  1.423858
H  -2.308727  2.781678  -0.080306
N  -2.508539  0.851021  0.401893
O  2.152239  -1.782302  -0.381705
S  3.085073  -0.692831  -0.397852
S  -4.173242  -1.513525  -0.015665

Atomic forces in eV per Å
-0.19 0.01 -0.36
2.02 0.35 -0.58
-2.74 -3.05 2.38
-0.94 0.58 0.87
-0.21 -1.83 -1.76
2.30 3.32 1.87
1.88 0.71 -0.51
-0.74 -0.56 0.07
-1.28 -0.80 -0.44
0.89 0.32 -0.40
-2.25 -0.31 -1.14
-0.80 -0.30 -1.12
2.21 2.47 0.47
1.45 2.63 0.17
0.29 -1.37 0.68
0.09 -0.60 -0.67
0.22 0.46 0.12
-3.31 -5.13 -1.06
-1.45 -2.42 -0.01
0.72 2.93 1.40
1.85 2.60 0.00

Summary:
- Molar mass: 177.29 g/mol
- Energy relative to the best compared isomer or geometry (same formula, charge and spin): 53.8 kcal per mole
- E_HOMO: -8.878 eV
- Max |F|: 6.20 eV Å⁻¹
- Electronic energy: -1161.4588 Ha
- LUMO level: 0.59 eV

Atom charges from the natural (NBO) analysis, given in e for atoms 1 to 5: -0.850 -0.604 -0.447 -0.397 -0.193

***

DFT (ωB97M-V/def2-TZVPD) results for a structure of composition C6H11NS in a non-equilibrium geometry.

CARTESIAN COORDINATES (ANGSTROEM)
C  2.340513  -1.206751  0.449961
C  0.869879  -0.839281  0.357664
C  0.993888  0.632955  -0.331733
C  0.172071  -1.842827  -0.547060
C  -1.357856  1.449251  0.098711
C  0.101238  1.689941  0.287936
N  3.284124  -0.421280  0.204876
S  2.741123  1.077633  -0.254210
H  2.496680  -2.068228  0.976962
H  0.499803  -0.910398  1.419068
H  0.719112  0.453384  -1.428706
H  -0.823489  -1.509302  -0.679131
H  0.043189  -2.786119  -0.006225
H  0.646249  -1.800250  -1.603075
H  -1.928408  2.400943  0.066355
H  -1.923746  0.899097  0.745117
H  -1.453565  0.819367  -0.939359
H  0.348008  1.792417  1.480318
H  0.416918  2.673490  -0.035261

Atomic forces in eV per Å
-1.57 1.01 0.31
1.78 1.39 -0.70
-1.26 -1.64 -0.13
0.52 0.60 -0.77
-0.25 0.58 -4.71
1.28 0.27 3.67
0.72 -0.12 0.09
-0.05 0.93 -0.50
1.03 -2.67 0.85
-0.08 0.60 -1.01
0.22 0.48 1.36
-1.25 0.42 -0.32
0.63 -0.29 -0.72
-0.58 -0.82 1.88
0.39 -0.44 -0.54
-0.70 -1.89 2.32
-0.22 1.89 2.10
-0.42 -0.55 -2.66
-0.20 0.25 -0.51

Summary:
- Molar mass: 129.23 g/mol
- Energy relative to the best compared isomer or geometry (same formula, charge and spin): 36.5 kcal per mole
- E_HOMO: -8.322 eV
- Max |F|: 4.75 eV Å⁻¹
- Electronic energy: -688.0911 Ha
- LUMO level: 0.94 eV

Atom charges from the natural (NBO) analysis, given in e for atoms 1 to 5: 0.096 -0.283 -0.378 -0.612 -0.605

***

- Number 6 is which compound?
  C6H11NS